Record 1
{"formula": "C3H5N3", "method": "ωB97M-V/def2-TZVPD", "species": ["N", "N", "N", "C", "C", "C", "H", "H", "H", "H", "H"], "positions_angstrom": [[1.9401, -0.6193, -0.0162], [-0.3304, -1.0789, -0.0916], [-1.3938, 0.8872, -0.2517], [0.7477, -0.1938, -0.0771], [0.0080, 1.1204, 0.1025], [-1.5035, -0.3853, -0.2955], [0.1452, 1.0974, 1.1963], [2.6351, 0.0952, 0.1727], [-2.4234, -0.9258, -0.5066], [0.3810, 2.0657, -0.2958], [-0.2060, -2.0628, 0.0630]], "atomic_forces_ev_per_a": [[-0.167, 0.023, 0.269], [0.135, -0.194, -0.331], [0.057, -0.401, 0.218], [0.127, -0.363, -0.010], [0.389, 0.051, 0.360], [-0.047, 0.166, -0.010], [-0.604, 0.877, 0.129], [-0.154, 0.213, -0.391], [0.111, 0.161, 0.089], [0.233, -0.432, -0.062], [-0.079, -0.102, -0.262]], "smiles": "[H]/N=C1\\CN=CN1", "orbital_gap_ev": 9.87, "energy_ha": -281.5628, "de_lowest_ev": 0.740, "fmax_ev_per_a": 1.07, "e_homo_ev": -8.97, "e_lumo_ha": 0.0331, "multiplicity": 1}


Record 2
{"formula": "C63H153N3O15", "method": "ωB97M-V/def2-TZVPD", "species": ["O", "O", "O", "O", "O", "O", "O", "O", "O", "O", "O", "O", "O", "O", "O", "N", "N", "N", "C", "C", "C", "C", "C", "C", "C", "C", "C", "C", "C", "C", "C", "C", "C", "C", "C", "C", "C", "C", "C", "C", "C", "C", "C", "C", "C", "C", "C", "C", "C", "C", "C", "C", "C", "C", "C", "C", "C", "C", "C", "C", "C", "C", "C", "C", "C", "C", "C", "C", "C", "C", "C", "C", "C", "C", "C", "C", "C", "C", "C", "C", "C", "H", "H", "H", "H", "H", "H", "H", "H", "H", "H", "H", "H", "H", "H", "H", "H", "H", "H", "H", "H", "H", "H", "H", "H", "H", "H", "H", "H", "H", "H", "H", "H", "H", "H", "H", "H", "H", "H", "H", "H", "H", "H", "H", "H", "H", "H", "H", "H", "H", "H", "H", "H", "H", "H", "H", "H", "H", "H", "H", "H", "H", "H", "H", "H", "H", "H", "H", "H", "H", "H", "H", "H", "H", "H", "H", "H", "H", "H", "H", "H", "H", "H", "H", "H", "H", "H", "H", "H", "H", "H", "H", "H", "H", "H", "H", "H", "H", "H", "H", "H", "H", "H", "H", "H", "H", "H", "H", "H", "H", "H", "H", "H", "H", "H", "H", "H", "H", "H", "H", "H", "H", "H", "H", "H", "H", "H", "H", "H", "H", "H", "H", "H", "H", "H", "H", "H", "H", "H", "H", "H", "H", "H", "H", "H", "H", "H", "H", "H", "H", "H", "H", "H", "H"], "positions_angstrom": [[1.7878, -6.6465, 19.3707], [3.1254, -16.2911, 29.2086], [3.4956, -7.5554, 25.1981], [-2.5100, -16.0613, 24.9256], [1.2066, -9.3031, 24.5299], [-1.4752, -9.3938, 22.5447], [1.5644, -14.0842, 29.9534], [7.9960, -14.7056, 27.6777], [5.3138, -7.3975, 29.3628], [-1.4715, -9.3202, 30.4748], [6.4995, -11.6443, 21.8235], [-2.2808, -11.7973, 29.3432], [5.4322, -16.6451, 19.5038], [2.2018, -5.2537, 24.8968], [-1.2101, -9.7458, 19.8661], [7.6896, -11.2459, 21.3659], [1.8884, -10.4325, 25.0762], [4.2014, -16.4727, 20.0297], [0.8402, -12.0084, 23.4018], [6.6869, -12.6964, 27.5178], [-2.1662, -8.2840, 23.1139], [5.8884, -14.9969, 26.6904], [2.0753, -15.3452, 19.9686], [8.8662, -11.1590, 23.5910], [2.0326, -15.4058, 21.5231], [5.2264, -15.7002, 22.2221], [0.2719, -7.7940, 30.1177], [2.5110, -13.4811, 31.9385], [-3.5801, -10.5088, 27.9839], [0.0251, -10.9633, 26.6026], [2.8127, -16.6365, 22.0180], [8.6436, -13.2761, 22.2477], [1.8604, -6.7770, 21.7625], [-0.7845, -11.1246, 19.9893], [2.9432, -12.7338, 24.6173], [-2.1303, -7.2944, 29.4060], [5.2906, -9.1383, 25.5933], [2.1536, -12.9624, 30.4773], [-1.4740, -11.7904, 18.8575], [3.5173, -17.8044, 27.4153], [0.9217, -5.1665, 27.0489], [5.6605, -6.6943, 25.1772], [-1.2814, -14.7832, 26.4256], [-3.5317, -8.1389, 22.3768], [4.2988, -16.7082, 21.4628], [4.2570, -8.0141, 30.1008], [1.1116, -11.8339, 30.5190], [2.5472, -16.8049, 28.0643], [4.2844, -7.3723, 31.5275], [-0.0541, -16.2142, 24.7208], [7.6981, -9.9070, 20.7524], [6.8228, -10.0057, 19.5667], [2.3084, -12.0730, 26.9669], [3.4727, -15.3406, 19.3382], [1.5572, -10.8300, 26.4307], [-1.0129, -8.3497, 29.5306], [10.1930, -11.3566, 21.5276], [4.5887, -9.5044, 30.1291], [9.0653, -9.5106, 20.1832], [-0.0660, -5.6830, 24.7385], [7.0570, -14.0739, 26.8581], [-3.6501, -11.6097, 29.0925], [-1.2820, -16.0884, 25.6122], [3.8325, -7.4281, 20.3004], [0.9837, -4.9653, 25.5203], [2.3442, -7.3793, 20.4403], [2.4293, -13.2561, 25.9429], [8.7941, -11.7152, 22.1937], [10.2208, -9.8672, 21.0836], [4.0626, -13.9564, 19.5240], [3.2920, -15.5960, 17.7661], [4.7573, -7.9081, 24.7989], [4.8320, -18.1411, 21.7889], [-4.4040, -11.3820, 30.4504], [7.1618, -8.8572, 21.7413], [2.1135, -11.5266, 24.0265], [0.7510, -11.1948, 19.8913], [1.9813, -9.6265, 27.3235], [3.0842, -10.9556, 22.9043], [1.1645, -17.3119, 28.4962], [-2.4006, -8.5814, 24.5920], [-3.1190, -7.7040, 29.1993], [2.1919, -5.7403, 21.8220], [2.1117, -5.7436, 19.3329], [4.7219, -18.3806, 22.8465], [4.8466, -8.1591, 23.7420], [-1.2628, -11.3464, 17.8847], [3.0296, -12.6967, 29.8855], [5.1212, -13.9121, 19.2679], [2.5050, -15.9456, 27.3949], [7.5787, -15.0272, 28.4802], [0.7285, -14.1098, 30.4248], [1.1545, -8.4336, 30.1195], [-3.1358, -9.5462, 28.2371], [-2.4929, -15.4127, 24.2181], [4.1384, -6.2989, 31.4060], [5.8075, -10.3195, 19.8096], [6.2000, -15.8935, 21.7716], [5.2431, -17.2652, 18.7957], [1.6030, -13.6378, 32.5206], [-2.0733, -14.6319, 27.1591], [-5.4460, -11.0819, 30.3400], [-1.4850, -8.4570, 25.1701], [1.4420, -13.6233, 25.6625], [0.4471, -9.6908, 24.0890], [9.3897, -13.8173, 22.8296], [0.7584, -11.5010, 29.5431], [2.3530, -7.2465, 22.6140], [-0.3231, -11.7979, 25.9941], [6.9207, -7.9477, 21.1910], [4.2329, -18.9328, 21.3391], [1.7655, -9.7009, 28.3893], [-0.1037, -5.0079, 27.3829], [-1.0268, -5.3643, 25.1427], [5.3624, -5.7184, 24.7938], [4.3319, -17.2921, 26.9034], [6.1750, -9.4396, 25.0320], [10.3229, -11.9849, 20.6464], [10.9876, -11.6746, 22.2026], [0.5631, -17.6105, 27.6376], [4.1657, -7.9063, 21.2214], [-1.8332, -6.6593, 28.5714], [3.0223, -8.3896, 25.1573], [5.2758, -15.9820, 23.2738], [6.4832, -12.8027, 28.5833], [-0.4805, -10.0777, 26.2178], [0.7865, -6.8378, 21.9386], [-1.1589, -12.8309, 18.7788], [-4.0035, -10.5068, 30.9620], [3.2389, -11.7146, 27.4071], [-1.0620, -11.5970, 20.9317], [-1.9511, -10.9685, 29.6981], [4.5878, -9.9577, 29.1378], [2.4803, -6.1505, 25.0962], [-4.2739, -8.8763, 22.6828], [0.5569, -16.5759, 29.0227], [-0.3380, -14.6980, 26.9649], [9.3986, -10.0372, 19.2889], [-0.0255, -6.7681, 24.8328], [3.1119, -14.3887, 31.8812], [2.8102, -16.6709, 23.1075], [-4.6115, -10.2670, 27.7275], [5.6887, -6.6171, 26.2641], [2.7127, -15.4321, 29.3245], [5.5366, -9.6831, 30.6368], [-0.0764, -15.5181, 23.8823], [-0.8090, -9.3091, 19.1111], [8.7116, -13.6113, 21.2127], [6.7058, -9.0662, 19.0267], [2.3224, -17.5391, 21.6533], [6.6803, -7.0348, 24.9982], [7.4759, -11.9480, 27.4433], [2.6763, -10.0597, 22.4363], [-3.1747, -7.8916, 24.9283], [-1.3727, -13.9656, 25.7105], [2.9917, -18.4371, 26.7000], [1.4316, -8.7570, 26.9632], [0.6917, -3.9306, 25.3407], [10.3298, -9.2028, 21.9408], [-3.4346, -8.1078, 21.2916], [4.5943, -9.9710, 25.4939], [0.9772, -12.5797, 22.4837], [1.2113, -6.1717, 27.3552], [4.9362, -6.6780, 28.8517], [3.3850, -7.7925, 29.4856], [7.9939, -11.4910, 24.1540], [0.4573, -6.9038, 29.5167], [4.2664, -15.6926, 17.2871], [0.8807, -16.1778, 25.2802], [6.2900, -9.2280, 22.2804], [6.1819, -16.0030, 26.3911], [5.3947, -15.2248, 27.6350], [-0.0495, -17.1832, 24.2217], [4.0721, -10.7217, 23.3012], [1.5468, -10.8979, 30.8691], [-0.8116, -8.7558, 28.5393], [2.7605, -14.8239, 17.2099], [3.1714, -11.6948, 22.1081], [2.9879, -14.1094, 26.3276], [-4.0817, -12.5044, 28.6437], [5.8935, -18.3016, 21.6004], [3.6131, -13.3078, 18.7720], [1.7220, -12.5611, 27.7453], [1.2336, -10.6824, 20.7235], [6.4241, -12.5546, 21.5282], [3.0906, -12.7355, 32.4828], [3.4121, -7.5684, 32.1510], [0.0630, -5.3880, 23.6971], [4.2354, -6.4153, 20.3057], [-1.4384, -9.3348, 21.5872], [2.7491, -16.5212, 17.5724], [0.3269, -12.0037, 31.2562], [-1.5285, -8.8478, 31.3085], [0.1054, -7.3549, 31.1013], [7.1286, -10.7798, 18.8628], [9.7585, -11.5982, 24.0370], [5.2521, -7.5039, 32.0116], [11.1451, -9.6658, 20.5421], [3.1440, -13.5224, 23.8920], [1.3347, -18.2304, 29.0579], [-1.2185, -16.9443, 26.2842], [4.9376, -14.6536, 22.1256], [5.4599, -9.0192, 26.6635], [3.7972, -9.9417, 30.7378], [8.9922, -10.0793, 23.6718], [4.1612, -7.9752, 19.4168], [3.0281, -9.3940, 27.1278], [3.9268, -12.4109, 24.9585], [5.1133, -14.7080, 25.9805], [-0.3190, -11.1019, 27.6276], [-2.7177, -9.5995, 24.8177], [2.4093, -14.4606, 21.9139], [1.5000, -16.1809, 19.5702], [7.9157, -8.4864, 22.4358], [7.3856, -13.8968, 25.8341], [-4.4539, -12.2700, 31.0805], [1.0207, -10.7934, 18.9145], [7.7086, -13.6312, 22.6810], [1.0072, -15.4072, 21.8930], [-2.2445, -6.6116, 30.2480], [4.0369, -18.4766, 28.0982], [1.1572, -12.2048, 19.9462], [3.8306, -13.4728, 20.4729], [1.9254, -8.3856, 20.4460], [5.7577, -12.3407, 27.0725], [1.5398, -4.4136, 27.5381], [-2.5515, -11.6876, 18.9865], [1.5608, -14.4669, 19.5789], [0.1895, -11.1851, 23.1069], [0.2417, -12.6125, 24.0837], [9.1383, -8.4599, 19.9027], [-3.0651, -10.8504, 27.0860], [-3.9578, -7.1874, 22.6949], [-1.4875, -7.4380, 23.0055]], "atomic_forces_ev_per_a": [[-0.982, -0.502, -1.057], [1.565, 0.412, 1.264], [-1.564, -0.541, 0.115], [-0.569, -1.374, -0.489], [0.306, -1.004, 0.745], [0.445, -0.664, 1.111], [-1.123, -1.312, -1.986], [1.557, -0.323, -0.435], [0.534, 0.195, -0.354], [-0.137, -1.057, -0.569], [-2.607, -0.136, 1.330], [0.770, -1.734, 0.574], [2.296, -0.174, -1.547], [0.560, 1.359, 0.345], [-0.267, -0.009, 1.579], [4.222, 0.345, -1.975], [2.411, -1.660, -1.625], [-2.365, 0.141, -0.249], [-1.125, -0.088, -0.140], [-0.342, -0.783, -0.552], [-0.875, -1.502, -0.682], [-1.174, -1.057, 0.308], [-0.627, -0.108, 0.285], [-0.107, -0.256, 0.807], [0.497, 0.039, -0.910], [-0.177, -0.977, -0.709], [-0.194, 1.570, -0.872], [0.815, 1.727, -0.727], [-2.170, 0.033, 0.385], [0.073, -0.367, -0.494], [0.720, 0.435, -0.564], [0.284, 0.442, -0.240], [0.962, 0.139, 0.297], [1.400, 0.615, -1.112], [0.774, 0.928, 1.289], [0.758, 0.494, -0.795], [-0.428, -0.049, -1.257], [-0.042, 0.614, 2.881], [-0.373, -1.136, -0.660], [-0.330, -0.237, -0.066], [0.029, 0.121, -0.654], [0.163, -1.354, 0.275], [0.972, -0.169, 0.093], [0.564, 1.055, 0.729], [-1.559, 0.633, 1.739], [1.439, 0.197, 0.370], [1.149, 1.151, 0.255], [-0.169, -0.064, -0.350], [-1.039, 0.641, -1.141], [-0.320, -0.522, -0.602], [-0.077, -0.028, 0.519], [-2.097, -0.260, -1.383], [-0.581, -1.193, -1.221], [-0.846, -0.507, 0.600], [-1.611, 1.234, 1.903], [-0.511, 0.719, 1.655], [-1.648, 0.151, -0.596], [-0.900, 0.436, 0.489], [1.251, -0.723, 0.604], [-0.967, -0.416, 0.373], [-1.289, 1.269, 0.825], [0.484, 1.293, -0.065], [0.263, 1.460, 0.829], [0.130, -0.188, 0.915], [-0.462, -0.149, 0.119], [-0.824, 0.700, 0.714], [-1.090, 0.955, -0.625], [1.289, -0.492, -0.188], [1.186, -0.267, 1.194], [0.312, 0.602, -0.735], [0.729, -0.735, 1.154], [2.850, 0.820, 1.817], [-0.342, 0.128, 0.063], [-0.381, 1.009, -1.091], [0.476, 0.679, -0.397], [2.240, 0.519, -0.148], [-0.438, -0.115, 0.018], [-0.167, 0.284, -0.817], [-1.101, 0.016, 0.630], [0.173, -0.807, -1.412], [0.243, 0.305, -0.065], [0.236, -0.254, -0.059], [-0.202, 0.269, -0.017], [0.234, -0.023, 0.362], [-0.111, 0.556, 0.311], [-0.271, 0.162, -0.308], [0.336, 0.273, 0.058], [0.047, -0.037, 0.083], [0.204, -0.147, 0.435], [-0.664, -0.122, -0.676], [-0.268, 0.078, -0.025], [-0.407, -0.645, -0.276], [-0.324, -0.168, -0.045], [0.195, -0.308, 0.600], [0.238, 0.126, 0.012], [0.400, 0.258, -0.299], [-0.189, 0.156, 0.375], [0.277, 0.514, 0.176], [0.605, -0.229, -0.191], [-0.125, -0.191, -0.206], [-0.198, -0.538, -0.167], [-0.251, -0.165, -0.565], [-0.001, 0.342, 0.054], [-0.483, -0.224, 0.843], [-0.798, 0.276, -0.389], [0.410, 0.418, -0.015], [-0.428, -0.746, -0.070], [-0.042, -0.261, 0.102], [-0.220, -0.180, 0.178], [-0.471, -0.010, -0.134], [0.078, 0.158, -0.593], [0.122, -0.464, -0.026], [-0.110, 0.034, 0.021], [-0.414, -0.052, -0.377], [0.200, -0.269, -0.440], [-0.220, 0.202, -0.127], [0.408, -0.190, 0.478], [-0.130, -0.015, -0.281], [-0.011, 0.425, 0.154], [-0.044, -0.089, -0.260], [0.613, -0.227, -0.158], [-0.284, 0.214, -0.210], [-0.949, -0.138, 0.036], [-0.019, 0.091, 0.049], [-0.014, -0.355, 0.096], [0.110, 0.117, 0.007], [0.018, -0.034, -0.373], [-0.338, -0.244, 0.036], [0.516, -0.283, 0.270], [0.375, -0.422, -0.270], [-0.525, 0.761, 0.217], [0.122, 0.291, 0.357], [0.036, 0.089, 0.013], [0.271, -0.462, 0.053], [0.358, -0.376, -0.062], [0.434, 0.019, 0.253], [0.165, 0.297, 0.052], [-1.114, -0.335, -0.469], [0.241, -0.130, -0.057], [-0.201, -0.015, -0.097], [0.172, -0.048, 0.078], [-0.176, 0.170, -0.494], [-0.509, 0.032, 0.204], [-0.166, 0.223, 0.630], [0.052, 0.101, -0.123], [0.204, 0.533, 0.226], [0.301, -0.217, -0.096], [-0.091, -0.257, -0.028], [0.247, 0.137, 0.013], [-0.207, -0.039, 0.007], [0.242, 0.677, -0.698], [0.005, -0.110, -0.306], [-0.099, 0.166, 0.108], [0.129, 0.028, 0.388], [0.201, 0.236, -0.030], [-0.009, 0.039, -0.177], [-0.126, 0.173, 0.024], [0.783, 0.469, 0.044], [-0.371, -0.027, 0.347], [0.111, -0.147, 0.043], [-0.208, -0.098, -0.124], [0.334, -0.138, 0.069], [0.197, -0.077, -0.050], [0.128, 0.120, -0.019], [-0.692, -0.319, 0.680], [-0.064, 0.233, 0.234], [0.689, 0.090, -0.183], [0.126, 0.057, 0.027], [-0.027, 0.387, 0.051], [0.035, 0.035, -0.057], [0.575, 0.091, -0.370], [-0.246, 0.431, 0.367], [-0.154, -0.257, 0.087], [-0.060, -0.102, 0.061], [0.486, 0.038, 0.350], [-0.209, -0.658, 0.218], [-0.038, 0.335, 0.577], [0.170, -0.166, 0.042], [0.165, 0.209, 0.043], [0.329, -0.162, -0.105], [-0.086, 0.201, -0.437], [-0.212, 0.116, -0.058], [-0.115, 0.662, 0.438], [-0.100, 0.409, -0.234], [-0.342, -0.125, -0.228], [0.114, 0.080, 0.147], [0.214, -0.905, 0.220], [-0.294, -0.131, 0.015], [0.119, 0.080, -0.127], [0.014, 0.334, -0.539], [0.012, -0.162, 0.235], [-0.325, -0.420, -0.392], [-0.067, -0.143, 0.180], [-0.107, -0.365, 0.314], [0.520, 0.093, 0.014], [-0.091, -0.055, 0.355], [-0.222, -0.349, 0.036], [0.150, -0.181, -0.167], [-0.441, 0.086, -0.284], [-0.211, 0.181, 0.435], [-0.728, -0.120, -0.001], [-0.040, -0.049, -0.071], [0.230, 0.508, -0.104], [0.004, -0.521, -0.004], [-0.225, -0.004, -0.212], [-0.014, 0.047, 0.089], [0.124, -0.138, 0.393], [0.468, 0.710, -0.814], [0.095, 0.439, -0.040], [0.203, -0.182, 0.039], [-0.268, -0.089, -0.523], [0.490, -0.015, 0.185], [0.088, -0.291, 0.037], [0.118, -0.466, 0.285], [1.042, 0.028, 0.236], [0.591, 0.024, -0.098], [0.390, 0.231, 0.087], [-0.221, 0.300, -0.046], [-0.154, -0.331, -0.218], [0.291, -0.245, 0.387], [-0.399, 0.050, 0.486], [-0.317, -0.279, -0.132], [0.309, -0.278, 0.213], [-0.056, -0.135, -0.697], [0.037, 0.363, -0.174], [0.163, -0.192, 0.095], [-0.020, -0.349, 0.061], [-0.124, 0.238, 0.186], [-0.082, 0.181, -0.087], [0.060, -0.157, 0.070], [-0.485, 0.148, 0.253], [-0.047, -0.399, 0.205], [-0.112, 0.240, -0.141], [-0.483, 0.539, -0.010]], "orbital_gap_ev": 8.30, "energy_ha": -3784.7670, "de_lowest_ev": 1.036, "fmax_ev_per_a": 4.67, "e_homo_ev": -7.86, "e_lumo_ha": 0.0159, "multiplicity": 1}